This record from the Open Molecules 2025 dataset describes a structure of composition C44H43LaN8O5S2. The level of theory is ωB97M-V/def2-TZVPD.

## Properties
frontier orbital gap	4.84	eV
multiplicity	1
HOMO	-1.34	eV
charge	-2
relative energy (zero: lowest compared OMol25 entry of this formula, charge and spin)	0.981	eV

Last column: Mulliken charge in e.
Element x y z (Å)
La -0.94 -0.30 -0.08  0.79
O 0.15 -0.89 -2.08  0.30
C 1.24 -1.18 -2.70  -0.06
C 1.32 -1.05 -4.11  -0.24
C 2.45 -1.43 -4.80  -0.39
C 3.57 -1.95 -4.15  -0.78
C 3.53 -2.04 -2.77  -0.66
C 2.40 -1.66 -2.03  0.49
C 2.54 -1.67 -0.57  -1.22
N 1.67 -1.29 0.28  0.35
C 2.05 -1.29 1.69  -1.39
C 1.38 -0.12 2.40  0.36
N -0.07 -0.33 2.33  0.33
C -0.74 -0.51 3.41  -0.29
C -2.12 -0.99 3.50  0.39
C -2.74 -0.86 4.75  -0.45
C -4.01 -1.33 5.00  -0.84
C -4.69 -1.98 3.95  -0.46
C -4.10 -2.14 2.71  -0.25
C -2.80 -1.65 2.43  0.31
O -2.27 -1.86 1.26  -0.56
H 0.45 -0.63 -4.61  0.51
H 2.47 -1.31 -5.88  0.39
H 4.46 -2.23 -4.70  0.38
H 4.40 -2.40 -2.23  0.34
H 3.53 -2.01 -0.21  0.23
H 3.14 -1.25 1.82  0.55
H 1.70 -2.22 2.16  0.39
H 1.66 0.81 1.90  -0.59
H 1.73 -0.07 3.44  0.44
H -0.24 -0.34 4.37  0.19
H -2.19 -0.36 5.54  0.35
H -4.48 -1.20 5.96  0.36
H -5.69 -2.36 4.11  0.38
H -4.62 -2.64 1.91  0.38
N -1.29 -3.47 -3.03  -0.53
C -2.31 -2.95 -2.28  0.02
S -3.07 -1.54 -2.70  -0.18
N -2.64 -3.69 -1.16  0.02
C -2.27 -5.00 -0.83  0.45
C -1.94 -5.98 -1.77  -0.10
C -1.62 -7.26 -1.36  -0.63
C -1.65 -7.62 -0.02  -0.47
C -2.00 -6.65 0.91  -0.67
C -2.31 -5.35 0.52  -0.42
H -0.90 -2.78 -3.66  0.24
H -0.59 -4.02 -2.54  0.30
H -3.05 -3.14 -0.40  -0.08
H -1.94 -5.73 -2.83  0.55
H -1.36 -8.00 -2.11  0.35
H -1.40 -8.62 0.29  0.37
H -2.04 -6.90 1.97  0.38
H -2.56 -4.59 1.25  0.28
N 2.43 1.79 -1.24  0.13
C 3.60 2.37 -0.72  0.27
C 4.35 1.73 0.26  0.31
C 5.47 2.36 0.81  -0.44
C 5.86 3.62 0.39  -0.26
C 5.10 4.26 -0.58  -0.77
C 3.98 3.65 -1.13  -0.92
S 7.32 4.43 1.06  1.38
O 8.31 4.34 0.00  -0.73
O 7.63 3.64 2.25  -0.69
O 6.88 5.79 1.34  -0.72
H 2.17 2.10 -2.17  0.32
H 2.35 0.79 -1.16  -0.50
H 4.06 0.74 0.59  0.34
H 6.05 1.87 1.58  0.48
H 5.39 5.25 -0.92  0.38
H 3.38 4.17 -1.88  0.32
N 2.38 4.25 1.90  0.12
C 1.14 3.70 2.05  -0.69
N 1.02 3.00 3.14  -0.61
C 2.26 3.08 3.76  0.73
C 2.70 2.51 4.96  -0.65
C 3.99 2.76 5.36  -0.58
C 4.85 3.56 4.58  -0.54
C 4.43 4.13 3.39  -1.06
C 3.13 3.86 3.00  0.24
H 2.73 4.74 1.09  0.28
H 0.35 3.85 1.34  0.64
H 2.03 1.90 5.55  0.49
H 4.37 2.33 6.28  0.36
H 5.87 3.73 4.90  0.42
H 5.10 4.72 2.78  0.85
C -5.22 1.58 0.01  -1.04
C -4.29 2.69 -0.39  1.22
C -4.73 4.00 -0.48  -0.71
C -3.89 5.05 -0.86  -0.71
C -2.57 4.74 -1.16  -0.78
C -2.10 3.43 -1.08  1.05
C -0.68 3.10 -1.42  -0.67
C -2.93 2.34 -0.69  -0.16
N -2.45 1.08 -0.61  -0.78
H -6.23 1.97 0.21  0.36
H -4.86 1.06 0.91  0.03
H -5.27 0.81 -0.76  0.17
H -5.77 4.21 -0.24  0.26
H -4.26 6.07 -0.92  0.35
H -1.89 5.53 -1.47  0.28
H -0.12 3.97 -1.78  0.41
H -0.62 2.31 -2.19  0.23
H -0.12 2.71 -0.56  -0.35

---

This record from the Open Molecules 2025 dataset describes a structure of composition C29H26AsF6N4O7S2Sc. The level of theory is ωB97M-V/def2-TZVPD.

## Properties
frontier orbital gap (alpha / beta)	4.62 / 8.25	eV
multiplicity	2
HOMO (alpha / beta)	-2.58 / -6.22	eV
<S²>	0.760
charge	-1
relative energy (zero: lowest compared OMol25 entry of this formula, charge and spin)	0.000	eV

Last column: Mulliken charge in e.
Element x y z (Å)
Sc 0.00 0.10 -1.32  0.32
O 6.01 1.47 -1.35  -0.58
C 4.68 1.17 -1.20  1.28
C 4.25 0.09 -0.50  -1.02
C 2.85 -0.15 -0.41  -0.13
N 1.99 0.71 -1.04  0.71
C 2.44 1.77 -1.71  0.38
C 3.77 2.06 -1.85  -0.91
C 1.30 2.56 -2.35  0.15
O 1.48 3.63 -2.88  -0.75
O 0.16 1.93 -2.25  -0.36
C 2.18 -1.25 0.21  -0.03
O 2.67 -2.12 0.95  -0.84
O 0.83 -1.21 -0.04  0.09
H 6.52 0.80 -0.89  0.29
H 4.94 -0.60 -0.02  0.39
H 4.11 2.92 -2.41  0.55
N -2.30 0.93 -1.24  0.08
C -3.57 0.27 -1.33  0.56
C -4.01 -0.18 -2.57  -0.81
C -5.22 -0.83 -2.69  -0.72
C -6.03 -1.03 -1.58  -0.84
C -5.59 -0.58 -0.35  -0.38
C -4.37 0.07 -0.20  -0.39
C -3.93 0.49 1.16  -1.22
C -4.41 1.67 1.72  -0.12
C -4.03 2.07 2.99  -1.02
C -3.14 1.28 3.71  -0.56
C -2.65 0.11 3.17  -0.35
C -3.04 -0.30 1.89  1.69
H -2.25 1.53 -0.42  0.11
H -2.12 1.50 -2.07  0.48
H -3.38 -0.03 -3.44  0.42
H -5.54 -1.18 -3.67  0.42
H -6.98 -1.54 -1.67  0.38
H -6.20 -0.74 0.54  0.44
H -5.10 2.28 1.14  0.49
H -4.41 2.99 3.41  0.40
H -2.82 1.58 4.70  0.49
H -1.93 -0.48 3.73  0.33
C 1.56 -0.31 3.49  -1.29
N 0.81 0.23 2.38  0.98
C 0.38 1.49 2.30  0.93
S -0.24 2.14 0.86  -0.37
N 0.49 2.24 3.41  -0.27
C 0.05 3.62 3.52  -0.97
H 2.05 -1.22 3.14  0.27
H 0.92 -0.55 4.34  0.35
H 2.35 0.38 3.81  0.45
H 0.79 -0.31 1.51  -0.81
H 0.79 1.78 4.25  0.22
H 0.16 4.10 2.55  0.36
H 0.68 4.13 4.25  0.39
H -0.99 3.69 3.83  0.24
O 1.61 -5.59 4.91  -0.50
C 0.30 -5.34 5.06  0.59
O -0.30 -5.84 5.97  -0.58
C -0.35 -4.46 4.04  1.10
C 0.27 -4.07 2.86  -0.88
C -0.37 -3.22 1.97  -1.08
C -1.64 -2.74 2.26  0.36
S -2.40 -1.72 1.03  0.24
C -2.29 -3.16 3.42  -0.19
C -1.64 -4.01 4.31  -0.86
H 1.97 -5.08 4.16  0.29
H 1.27 -4.39 2.58  0.35
H 0.14 -2.89 1.08  0.23
H -3.30 -2.83 3.63  0.53
H -2.13 -4.34 5.22  0.45
F -1.15 -1.67 -2.24  -0.60
As -0.54 -1.66 -3.94  2.26
F -1.21 -0.05 -4.03  -0.47
F -2.02 -2.33 -4.50  -0.50
F 0.14 -1.51 -5.50  -0.48
F 0.14 -3.20 -3.69  -0.49
F 0.88 -0.90 -3.18  -0.66

---

This record from the Open Molecules 2025 dataset describes a structure of composition C34H59BrNP3Pd. The level of theory is ωB97M-V/def2-TZVPD.

## Properties
frontier orbital gap (alpha / beta)	7.18 / 5.10	eV
multiplicity	5
HOMO (alpha / beta)	-17.00 / -18.00	eV
<S²>	6.017
charge	+4

Last column: Mulliken charge in e.
Element x y z (Å)
C -3.52 -2.08 -8.81  -0.31
C -3.36 -0.80 -8.23  0.60
C -3.73 0.33 -8.99  -0.38
C -4.25 0.12 -10.28  -0.37
N -4.40 -1.09 -10.80  0.05
C -4.05 -2.17 -10.10  -0.41
C -2.82 -0.65 -6.89  -0.07
C -2.36 -0.60 -5.76  -0.89
C -1.75 -0.47 -4.48  1.18
C -2.18 -1.28 -3.43  -0.88
C -1.66 -1.08 -2.13  -0.63
C -0.73 -0.05 -2.00  0.74
C -0.17 0.67 -3.05  -0.07
C -0.72 0.48 -4.32  -0.94
Pd -0.34 0.85 -0.22  -0.56
P -2.23 1.01 0.84  0.86
H -3.63 1.34 -8.61  0.44
H -3.24 -2.99 -8.28  0.46
H -4.56 0.98 -10.90  0.42
H -4.19 -3.14 -10.58  0.42
H -0.37 1.05 -5.17  0.53
H -2.93 -2.05 -3.60  0.54
H 0.65 1.37 -2.86  0.64
H -1.98 -1.68 -1.27  0.43
C -1.82 1.64 2.50  -0.55
C -2.87 2.61 3.06  -1.18
H -0.83 2.12 2.41  0.51
H -1.69 0.77 3.16  0.40
H -2.56 2.91 4.07  0.42
H -2.95 3.52 2.46  0.27
H -3.86 2.15 3.15  0.28
C -2.99 2.27 -0.25  0.30
C -4.37 1.92 -0.79  -1.53
H -2.27 2.35 -1.10  -0.12
H -2.97 3.24 0.27  0.35
H -4.68 2.72 -1.48  0.45
H -4.36 0.98 -1.36  0.26
H -5.12 1.86 0.01  0.33
C -3.31 -0.44 1.05  0.04
C -4.42 -0.28 2.10  -1.40
H -2.66 -1.29 1.31  -0.17
H -3.74 -0.68 0.06  0.43
H -5.05 -1.18 2.08  0.44
H -4.00 -0.18 3.11  0.35
H -5.07 0.58 1.89  0.25
Br 1.55 -0.13 1.27  -0.21
P 0.41 5.59 -1.82  0.30
C -1.10 5.24 -0.84  0.35
C -1.41 6.40 0.11  -1.39
H -0.93 4.30 -0.29  -0.42
H -1.92 5.07 -1.55  0.54
H -2.45 6.32 0.46  0.38
H -0.75 6.39 0.98  0.37
H -1.30 7.36 -0.41  0.43
C 1.69 4.55 -1.04  0.11
C 3.07 5.18 -1.23  -1.30
H 1.63 3.54 -1.47  -0.09
H 1.44 4.47 0.03  0.39
H 3.79 4.75 -0.53  0.38
H 3.45 5.01 -2.25  0.36
H 3.03 6.26 -1.05  0.39
C 0.08 4.75 -3.42  -0.09
C -0.48 5.74 -4.45  -1.30
H -0.62 3.91 -3.24  0.02
H 1.03 4.33 -3.76  0.50
H -0.40 5.31 -5.45  0.39
H -1.53 5.96 -4.25  0.33
H 0.08 6.68 -4.42  0.39
C 2.51 -3.09 2.85  -1.48
C 3.08 -2.89 1.44  0.74
C 3.68 -4.17 0.87  -1.21
P 1.82 -2.18 0.33  -0.25
C 2.31 -1.68 -1.34  1.84
C 3.84 -1.55 -1.48  -1.67
C 1.66 -2.49 -2.46  -1.49
C 0.22 -3.02 0.36  2.64
C 0.41 -4.50 -0.02  -1.57
C -0.56 -2.91 1.67  -1.92
H 1.94 -2.21 3.19  0.39
H 1.88 -3.98 2.92  0.31
H 3.35 -3.22 3.55  0.50
H 3.87 -2.12 1.49  0.57
H 2.93 -4.97 0.78  0.26
H 4.14 -4.02 -0.12  0.28
H 4.47 -4.51 1.55  0.44
H 1.89 -0.66 -1.43  -0.43
H 4.31 -2.53 -1.68  0.36
H 4.05 -0.89 -2.32  0.46
H 4.31 -1.12 -0.59  0.41
H 0.56 -2.37 -2.45  0.39
H 2.00 -2.08 -3.42  0.42
H 1.91 -3.56 -2.42  0.30
H -0.38 -2.51 -0.43  -1.60
H 0.80 -5.08 0.83  0.35
H -0.58 -4.92 -0.29  0.42
H 1.07 -4.65 -0.88  0.39
H -0.63 -1.88 2.05  0.41
H -1.59 -3.26 1.50  0.51
H -0.12 -3.53 2.46  0.43

---

This record from the Open Molecules 2025 dataset describes a structure of composition C51H75AsIrN4O6S2Si3. The level of theory is ωB97M-V/def2-TZVPD.

## Properties
frontier orbital gap (alpha / beta)	2.86 / 2.83	eV
multiplicity	2
HOMO (alpha / beta)	-6.17 / -5.76	eV
<S²>	0.912
charge	0
relative energy (zero: lowest compared OMol25 entry of this formula, charge and spin)	4.159	eV

Last column: Mulliken charge in e.
Element x y z (Å)
Ir -1.24 -0.77 -0.81  1.91
C -6.83 1.62 -1.81  -0.94
C -6.77 0.15 -1.36  -1.26
C -5.48 -0.17 -0.69  0.62
C -5.21 -0.20 0.64  0.27
C -6.10 0.15 1.79  -1.01
C -5.75 1.53 2.37  -1.00
C -3.82 -0.58 0.77  0.52
C -3.21 -0.97 1.94  -1.13
C -1.95 -1.54 2.05  0.21
C -1.45 -2.21 3.21  0.95
C -2.23 -2.53 4.45  -1.02
C -2.18 -1.45 5.53  -1.12
C -0.17 -2.61 2.92  0.88
C 0.09 -2.21 1.56  -0.23
C 1.23 -2.54 0.86  -0.55
C 1.46 -2.28 -0.48  0.66
N 0.64 -1.51 -1.26  0.17
C 1.23 -1.46 -2.48  0.24
C 0.63 -0.94 -3.62  -1.13
C -0.73 -0.79 -3.79  -0.14
N -1.67 -1.00 -2.82  -0.56
C -2.89 -0.76 -3.40  0.12
C -4.08 -0.58 -2.74  -0.70
C -4.24 -0.50 -1.37  -0.03
N -3.26 -0.71 -0.46  -0.45
C -2.71 -0.51 -4.82  0.55
C -1.37 -0.48 -5.04  1.09
C -0.64 -0.19 -6.32  -1.32
C -0.16 -1.46 -7.02  -1.15
C -3.81 -0.25 -5.79  -1.25
C -4.21 1.24 -5.81  -0.87
C 2.46 -2.20 -2.49  1.02
C 2.60 -2.74 -1.24  0.00
C 3.53 -3.83 -0.79  -0.06
C 5.03 -3.61 -1.02  -0.92
C 3.36 -2.35 -3.68  -1.35
C 4.37 -1.21 -3.77  -1.09
N -1.00 -1.57 1.05  -0.09
C 0.76 -3.40 3.78  -0.30
C 0.74 -4.90 3.43  -1.33
H -7.77 1.84 -2.33  0.39
H -6.00 1.85 -2.48  0.16
H -6.76 2.28 -0.94  0.25
H -6.91 -0.50 -2.23  0.46
H -7.60 -0.05 -0.68  0.43
H -6.02 -0.60 2.57  0.37
H -7.14 0.15 1.45  0.32
H -4.69 1.59 2.63  0.20
H -6.35 1.75 3.25  0.43
H -5.94 2.31 1.63  0.23
H -3.81 -0.92 2.84  0.40
H -1.84 -3.47 4.86  0.44
H -3.27 -2.72 4.17  0.51
H -1.14 -1.20 5.78  0.20
H -2.68 -1.79 6.44  0.51
H -2.67 -0.53 5.20  0.25
H 2.00 -3.09 1.39  -0.17
H 1.27 -0.73 -4.47  0.70
H -4.97 -0.41 -3.34  0.38
H 0.20 0.46 -6.09  0.34
H -1.30 0.36 -6.99  0.44
H 0.48 -2.06 -6.36  0.24
H 0.42 -1.21 -7.91  0.41
H -1.00 -2.09 -7.32  0.32
H -4.68 -0.86 -5.54  0.47
H -3.49 -0.54 -6.79  0.44
H -4.55 1.56 -4.82  0.09
H -5.01 1.42 -6.53  0.40
H -3.35 1.85 -6.08  0.30
H 3.23 -4.75 -1.32  0.46
H 3.37 -4.02 0.27  -0.20
H 5.27 -3.49 -2.07  0.40
H 5.58 -4.48 -0.65  0.47
H 5.39 -2.73 -0.48  0.03
H 2.76 -2.37 -4.59  0.32
H 3.88 -3.31 -3.63  0.56
H 3.86 -0.24 -3.83  0.24
H 5.01 -1.31 -4.65  0.52
H 5.01 -1.19 -2.88  0.16
H 0.48 -3.27 4.82  0.61
H 1.78 -3.01 3.66  -0.93
H -0.24 -5.32 3.66  0.37
H 1.50 -5.44 4.00  0.40
H 0.93 -5.05 2.37  0.23
O 0.29 2.68 1.55  -0.90
S -1.19 2.68 1.09  1.49
O -1.97 3.27 2.14  -0.82
O -1.59 1.35 0.69  -0.13
C -1.27 3.92 -0.23  -0.59
C -1.80 5.13 0.19  -1.01
C -1.88 6.20 -0.69  -0.72
C -1.43 6.08 -1.99  -0.70
C -0.89 4.88 -2.42  -1.06
C -0.78 3.81 -1.55  -0.28
S -0.27 2.23 -2.19  0.78
O 0.25 2.44 -3.52  -0.84
O 0.73 1.74 -1.26  -0.24
O -1.55 1.51 -2.11  0.12
H -2.17 5.21 1.20  0.64
H -2.31 7.14 -0.35  0.41
H -1.51 6.91 -2.67  0.43
H -0.53 4.74 -3.43  0.60
C 4.81 -1.23 0.92  0.17
Si 4.31 -1.65 2.69  0.85
C 5.45 -0.73 3.87  -1.29
C 4.64 -3.50 2.96  -1.27
As 1.40 1.10 1.67  0.43
Si 3.12 2.27 0.48  1.16
C 3.54 1.35 -1.10  -0.74
C 4.65 2.55 1.56  -0.93
C 2.55 4.00 0.02  -1.04
Si 1.51 1.69 4.02  0.86
C 1.96 3.49 4.29  -1.18
C -0.27 1.43 4.55  -0.67
C 2.53 0.57 5.14  -0.89
H 5.79 -1.66 0.71  0.62
H 4.86 -0.15 0.77  -0.28
H 4.09 -1.63 0.19  -0.92
H 6.49 -0.89 3.57  0.48
H 5.34 -1.08 4.90  0.38
H 5.27 0.35 3.87  0.23
H 5.11 -3.66 3.94  0.46
H 5.34 -3.86 2.20  0.41
H 3.76 -4.14 2.92  0.25
H 3.27 0.29 -1.03  -0.29
H 4.61 1.41 -1.35  0.55
H 2.96 1.77 -1.92  0.40
H 4.91 1.68 2.16  -0.10
H 4.48 3.38 2.24  0.30
H 5.52 2.80 0.93  0.47
H 1.69 3.92 -0.65  -0.04
H 3.34 4.55 -0.50  0.46
H 2.24 4.57 0.90  0.19
H 1.21 4.11 3.79  0.20
H 2.94 3.74 3.89  0.26
H 1.96 3.74 5.36  0.45
H -0.92 2.15 4.06  0.21
H -0.39 1.55 5.63  0.58
H -0.61 0.43 4.27  -0.37
H 3.54 0.96 5.30  0.29
H 2.62 -0.44 4.73  -0.06
H 2.04 0.50 6.12  0.48

---

This record from the Open Molecules 2025 dataset describes a structure of composition C34H31FeN6O3P2S2. The level of theory is ωB97M-V/def2-TZVPD.

## Properties
frontier orbital gap (alpha / beta)	5.32 / 6.32	eV
multiplicity	2
HOMO (alpha / beta)	-13.47 / -13.71	eV
<S²>	0.975
charge	+2

Last column: Mulliken charge in e.
Element x y z (Å)
Fe 0.30 0.10 0.05  0.11
N -1.00 3.01 0.12  0.42
P -1.04 1.77 1.38  0.93
C -1.20 2.73 2.87  0.75
C -1.04 2.06 4.08  -0.40
C -1.20 2.75 5.27  -0.83
C -1.51 4.10 5.25  -0.48
C -1.66 4.77 4.05  -0.84
C -1.50 4.09 2.85  -0.34
C -2.64 1.01 1.07  1.25
C -2.72 -0.36 0.79  -0.21
C -3.94 -0.97 0.53  -0.90
C -5.09 -0.20 0.56  -0.52
C -5.03 1.17 0.82  -0.80
C -3.82 1.77 1.09  -0.51
P -0.82 2.30 -1.36  0.20
C -2.48 2.12 -2.07  0.96
C -3.07 0.90 -2.36  0.12
C -4.36 0.89 -2.89  -0.81
C -5.03 2.08 -3.12  -0.62
C -4.42 3.30 -2.82  -0.73
C -3.14 3.33 -2.30  -0.97
C 0.09 3.37 -2.40  1.10
C 0.88 4.44 -1.95  -0.77
C 1.56 5.22 -2.87  -0.85
C 1.49 4.91 -4.23  -0.55
C 0.74 3.84 -4.68  -0.75
C 0.04 3.06 -3.77  -0.82
H -0.38 3.79 0.32  0.31
H -0.79 1.00 4.09  0.24
H -1.08 2.23 6.22  0.41
H -1.62 4.64 6.18  0.42
H -1.90 5.83 4.04  0.41
H -1.65 4.62 1.91  0.43
H -1.82 -0.97 0.80  0.32
H -3.99 -2.03 0.32  0.45
H -6.05 -0.67 0.38  0.45
H -5.94 1.76 0.83  0.46
H -3.77 2.84 1.30  0.45
H -2.56 -0.03 -2.18  0.20
H -4.83 -0.06 -3.13  0.52
H -6.03 2.07 -3.54  0.44
H -4.94 4.23 -3.00  0.47
H -2.66 4.28 -2.07  0.43
H 0.97 4.68 -0.90  0.37
H 2.14 6.06 -2.52  0.44
H 2.04 5.52 -4.94  0.44
H 0.69 3.61 -5.74  0.49
H -0.57 2.23 -4.13  0.47
C 1.96 -5.13 -0.07  -1.17
C 1.48 -4.23 1.01  0.90
N 1.09 -4.57 2.19  -0.76
N 0.73 -3.38 2.79  0.25
C 0.89 -2.32 2.03  0.35
S 0.65 -0.66 2.33  -0.42
N 1.36 -2.84 0.88  0.33
N 1.63 -2.03 -0.22  -0.68
H 1.95 -6.15 0.30  0.36
H 2.99 -4.87 -0.36  0.33
H 1.33 -5.05 -0.95  0.28
H 0.40 -3.39 3.74  0.19
H 1.37 -2.55 -1.04  0.21
H 2.63 -1.82 -0.23  0.28
O 1.58 0.73 -1.57  -0.89
C 1.02 -0.04 -2.39  1.50
N -0.10 -0.67 -2.02  -0.07
S -0.46 -1.91 -3.08  1.06
O -1.81 -1.83 -3.53  -0.63
O 0.01 -3.14 -2.48  -0.69
C 0.70 -1.38 -4.29  0.09
C 0.86 -1.82 -5.59  -0.83
C 1.85 -1.19 -6.35  -0.57
C 2.63 -0.17 -5.82  -0.74
C 2.46 0.26 -4.51  -0.46
C 1.48 -0.36 -3.76  -0.04
H 0.24 -2.61 -6.00  0.55
H 2.00 -1.51 -7.37  0.46
H 3.39 0.30 -6.44  0.45
H 3.06 1.05 -4.08  0.58